C5H14O2Si2 | ωB97M-V/def2-TZVPD

The geometry in XYZ format:
```
23
Properties=species:S:1:pos:R:3:forces:R:3
C -2.385 -2.004 0.764 -3.5 -0.8 -1.9
C -2.842 -1.367 -0.319 2.8 2.0 0.7
Si -1.857 0.206 -0.871 0.2 -2.0 0.0
Si -2.520 2.028 0.256 -2.7 0.6 -0.1
O -0.248 0.097 -0.481 -1.4 0.2 0.7
C 0.748 -0.760 -0.888 1.8 -1.6 0.1
C 1.957 -0.498 0.094 2.5 -2.5 -4.6
O 2.666 0.570 -0.513 0.5 0.1 0.5
C 3.915 0.966 0.119 -2.6 -1.0 -0.2
H -2.928 -2.765 1.297 -0.3 -0.2 0.1
H -1.423 -1.895 1.015 3.5 0.7 1.3
H -3.778 -1.390 -0.753 -2.2 -0.7 -0.4
H -1.885 0.489 -2.281 -0.3 -0.1 -1.0
H -1.832 3.105 -0.335 1.1 1.2 -0.3
H -3.989 2.600 0.263 1.1 -0.9 -0.2
H -2.270 1.691 1.607 0.5 0.0 1.4
H 0.626 -1.881 -0.878 -1.1 0.8 0.8
H 0.915 -0.658 -1.990 0.7 0.7 0.9
H 2.686 -1.485 0.070 -1.7 2.0 0.2
H 1.671 -0.343 1.085 -0.7 0.5 1.6
H 3.918 2.008 -0.073 1.3 0.9 -1.2
H 4.706 0.250 -0.129 0.2 0.7 0.0
H 3.695 1.033 1.153 0.3 -0.7 1.6
```
Forces are in eV/Å.

## Properties
E_HOMO ... -9.66 eV
Structure (SMILES) ... C=C[Si@@H]([SiH3])OCCOC
E_tot ... -25259.1843 eV

---

C24H46N4O2 | ωB97M-V/def2-TZVPD

The geometry in XYZ format:
```
76
Properties=species:S:1:pos:R:3:forces:R:3
C -5.676 -0.151 -1.798 0.1 0.0 0.0
N -4.671 -0.143 -0.763 -0.1 0.1 -0.1
C -4.693 1.002 0.137 -0.2 0.2 0.4
C -4.502 2.362 -0.561 0.0 -0.3 0.1
C -6.051 1.033 0.871 0.2 0.1 -0.1
C -3.630 0.804 1.229 0.0 0.0 -0.2
C -2.202 0.669 0.697 -0.1 0.2 -0.2
N -1.419 -0.158 1.596 -0.3 -0.1 0.0
C -0.240 0.224 2.112 0.2 -0.3 0.5
O 0.214 1.347 1.998 0.2 0.4 0.0
C 0.498 -0.868 2.883 0.1 0.1 -0.1
C 0.643 -2.162 2.070 -0.1 0.0 -0.1
C 0.779 -1.896 0.571 0.1 -0.2 0.5
O 0.077 -2.463 -0.249 -0.2 -0.3 -0.3
N 1.718 -0.999 0.249 0.1 0.1 0.0
C 1.972 -0.539 -1.098 0.0 0.1 -0.4
C 3.341 -0.992 -1.599 -0.2 0.1 0.2
C 4.466 -0.562 -0.635 0.2 -0.4 -0.2
C 5.772 -0.378 -1.434 -0.3 0.1 0.1
C 4.725 -1.719 0.355 0.0 0.2 -0.1
N 4.023 0.620 0.117 -0.1 0.0 0.2
C 5.033 1.175 0.997 -0.1 0.1 0.1
C 3.218 1.634 -0.585 -0.3 0.5 -0.2
C 3.956 2.334 -1.745 0.0 -0.2 0.2
C 2.788 2.729 0.403 0.2 -0.2 -0.1
C 1.915 0.984 -1.123 0.0 -0.2 0.1
C -2.188 0.088 -0.719 -0.1 0.1 0.0
C -3.394 -0.801 -1.066 0.4 -0.3 0.0
C -3.217 -1.152 -2.552 -0.1 0.1 0.2
C -3.336 -2.126 -0.280 0.2 0.2 -0.2
H -6.615 0.214 -1.393 -0.1 0.0 0.0
H -5.425 0.459 -2.679 -0.1 0.0 0.0
H -5.847 -1.176 -2.128 -0.1 0.0 -0.1
H -3.535 2.434 -1.048 0.1 0.1 -0.1
H -5.276 2.511 -1.310 -0.1 0.1 -0.1
H -4.578 3.163 0.170 0.0 0.2 0.1
H -6.837 1.460 0.253 -0.1 0.0 -0.1
H -6.339 0.026 1.160 0.0 -0.1 0.0
H -5.972 1.643 1.767 0.0 0.1 0.1
H -3.678 1.639 1.929 0.0 0.0 0.1
H -3.890 -0.100 1.782 0.0 0.0 0.1
H -1.704 1.644 0.698 -0.1 -0.2 0.0
H -1.692 -1.127 1.647 0.1 -0.1 0.1
H -0.044 -1.070 3.810 0.1 0.0 0.0
H 1.474 -0.463 3.155 -0.1 0.1 0.0
H 1.522 -2.716 2.407 0.0 0.0 0.0
H -0.223 -2.813 2.204 0.1 0.0 -0.1
H 2.242 -0.495 0.950 0.0 -0.1 0.1
H 1.185 -0.968 -1.729 0.1 0.1 0.1
H 3.496 -0.550 -2.584 0.0 0.0 -0.1
H 3.354 -2.075 -1.720 0.1 0.0 0.0
H 6.021 -1.315 -1.927 0.1 -0.1 -0.1
H 5.684 0.391 -2.193 0.0 0.1 -0.1
H 6.595 -0.114 -0.775 0.1 0.0 0.1
H 5.651 -1.578 0.906 0.1 0.0 0.1
H 3.914 -1.822 1.068 -0.1 -0.1 0.1
H 4.817 -2.653 -0.195 0.0 -0.1 0.0
H 5.696 1.903 0.510 0.0 0.0 0.0
H 4.551 1.662 1.844 0.1 0.1 0.0
H 5.652 0.378 1.396 0.0 0.0 0.0
H 4.065 1.683 -2.608 0.0 -0.1 -0.1
H 4.942 2.670 -1.430 0.1 0.1 0.0
H 3.390 3.209 -2.057 -0.1 0.1 -0.1
H 3.625 3.346 0.718 0.1 0.1 0.0
H 2.301 2.297 1.273 -0.1 0.0 0.1
H 2.067 3.377 -0.090 -0.1 0.1 -0.1
H 1.734 1.320 -2.144 0.0 0.0 -0.1
H 1.071 1.304 -0.512 -0.1 0.0 0.0
H -2.144 0.904 -1.442 0.0 0.0 -0.1
H -1.281 -0.503 -0.849 0.0 0.0 0.0
H -3.275 -0.265 -3.179 0.0 0.1 -0.1
H -3.955 -1.871 -2.893 -0.1 -0.1 -0.1
H -2.234 -1.598 -2.682 0.1 -0.1 0.0
H -4.070 -2.820 -0.683 -0.1 -0.1 0.0
H -3.575 -1.973 0.768 0.0 0.0 0.2
H -2.349 -2.574 -0.368 0.1 -0.2 0.0
```
Forces are in eV/Å.

## Properties
E_HOMO ... -7.77 eV
Structure (SMILES) ... CN1C(C)(C)CC(NC(=O)CCC(=O)NC2CC(C)(C)N(C)C(C)(C)C2)CC1(C)C
E_tot ... -35691.6934 eV

---

Number 1: orbital gap 10.66 eV. Number 2: orbital gap 8.44 eV.